# 1
Molecular formula: C16H35B3Br2N3O9P
Method: DFT, ωB97M-V with the def2-TZVPD basis set

Cartesian coordinates (Å):
C: -6.52551 -0.38443 -1.17312
C: -5.59207 -0.83674 -2.25616
Br: -5.78142 -2.66779 -2.71069
C: -4.68764 -0.07459 -2.88640
Br: -4.64621 1.77157 -2.37279
B: -3.63302 -0.45725 -3.96834
O: -2.90527 0.57255 -4.54544
B: -1.58207 0.40821 -4.18597
O: -0.67635 1.38286 -4.43193
C: 0.46403 1.44234 -3.58377
C: 0.13588 1.95169 -2.18129
C: 0.21649 3.49389 -2.08323
O: 1.03653 1.33571 -1.25739
O: -1.22792 -0.80383 -3.57828
B: -1.92877 -1.91540 -4.03791
P: -1.01178 -3.56818 -4.42356
C: -0.97246 -4.57128 -2.87777
O: 0.56200 -3.02651 -4.56444
O: -3.26716 -1.74159 -4.33972
H: -5.92701 0.08002 -0.39132
H: -7.02792 -1.23626 -0.73175
H: -7.23316 0.34560 -1.55291
H: 1.15435 2.14385 -4.05171
H: 0.99028 0.49127 -3.52161
H: -0.85708 1.64358 -1.86194
H: -0.70115 3.88611 -1.65921
H: 0.41198 3.93458 -3.05609
H: 1.02744 3.73723 -1.40384
H: 1.92430 1.55631 -1.54508
H: -1.75567 -4.35206 -2.15570
H: 0.00304 -4.43979 -2.40956
H: -1.04159 -5.61724 -3.16449
H: 0.92753 -2.91828 -3.68219
C: 1.51632 3.50565 2.14440
O: 1.41358 3.85751 0.98342
N: 2.33382 2.53511 2.58050
C: 2.42462 2.16023 3.98320
C: 3.15369 1.83499 1.60844
H: 0.92665 3.96872 2.95403
H: 3.44125 2.30166 4.34437
H: 2.14314 1.11150 4.10325
H: 1.75194 2.77607 4.57608
H: 3.81076 2.53805 1.09278
H: 2.51880 1.35232 0.86470
H: 3.75365 1.08559 2.11875
C: 6.14306 2.75200 5.36417
O: 5.00728 2.65148 5.79185
N: 6.76653 3.91871 5.13253
C: 8.12148 3.98264 4.62172
C: 6.04957 5.15420 5.40594
H: 6.76385 1.87217 5.12575
H: 8.76847 4.50633 5.32781
H: 8.14211 4.51108 3.66689
H: 8.50781 2.97680 4.47328
H: 5.76303 5.19819 6.45666
H: 5.14120 5.20354 4.80527
H: 6.68744 6.00095 5.16774
C: -3.61163 -4.48707 0.41631
O: -2.77479 -3.89196 -0.23705
N: -4.18615 -5.64612 0.05249
C: -5.18447 -6.30203 0.87311
C: -3.79142 -6.25389 -1.20718
H: -3.97864 -4.10723 1.38441
H: -4.84345 -7.29790 1.16242
H: -6.12326 -6.39701 0.32415
H: -5.36343 -5.71846 1.77329
H: -2.72288 -6.47040 -1.20258
H: -3.99588 -5.57292 -2.03494
H: -4.34665 -7.17666 -1.35237

Output
**Orbital gap**: 8.440 eV
**2S+1**: 1
**HOMO energy**: -8.06 eV

# 2
Molecular formula: C16H10BrF5SY
Method: DFT, ωB97M-V with the def2-TZVPD basis set

Cartesian coordinates (Å):
C: -1.51662 -0.67901 -1.84644
C: -1.18553 -1.13360 -0.53386
C: -1.29217 -0.07063 0.37781
H: -0.68403 -2.06449 -0.32483
C: -1.86389 1.03229 -0.34447
C: -2.04102 0.67343 -1.68189
H: -2.47341 1.35563 -2.44212
H: -1.46716 -1.24137 -2.79475
H: -1.33611 -0.10157 1.44919
H: -2.33829 1.90584 0.09336
Y: 0.94928 -0.30770 -1.06596
Br: 1.85472 -2.97491 -0.75363
C: 2.21825 0.75117 -3.14532
C: 1.18876 1.54134 -3.71411
C: 0.20639 0.66637 -4.25636
H: 1.14520 2.63650 -3.71578
C: 0.63008 -0.65793 -4.02894
C: 1.85419 -0.62575 -3.30446
H: 2.39898 -1.48134 -2.90641
H: 3.12760 1.11161 -2.64665
H: -0.72413 0.97666 -4.74317
H: 0.08963 -1.57707 -4.30722
F: -1.05282 0.37027 6.40650
C: -0.60058 0.18533 5.14270
C: -0.42283 1.28877 4.26111
F: -0.71755 2.54926 4.66794
C: 0.17112 1.07785 3.01644
F: 0.18215 2.04581 2.02570
C: 0.84694 -0.12737 2.71164
S: 2.03381 -0.09447 1.45246
C: 0.48818 -1.25402 3.52032
F: 0.87884 -2.48231 3.07759
C: -0.20329 -1.12150 4.74771
F: -0.34470 -2.17313 5.60589

Output
**Orbital gap**: 7.624 eV
**2S+1**: 1
**HOMO energy**: -5.01 eV
**Total charge**: -1

# 3
Molecular formula: CH2IPS
Method: DFT, ωB97M-V with the def2-TZVPD basis set

Cartesian coordinates (Å):
C: 0.22748 -0.19062 0.61030
P: -0.53265 0.97226 -0.63790
S: 1.91617 -0.89403 0.69158
I: -1.13202 -0.81693 2.01967
H: 0.66378 0.92356 -1.37686
H: -1.14275 0.00576 -1.30679

Output
**Orbital gap**: 7.456 eV
**2S+1**: 1
**HOMO energy**: -8.86 eV

# 4
Molecular formula: C34H29Cl2N5NaO3S
Method: DFT, ωB97M-V with the def2-TZVPD basis set

Cartesian coordinates (Å):
Na: 1.09812 -0.83135 0.60043
Cl: 1.32472 -2.88010 7.15750
C: 1.65150 -2.78056 5.44616
C: 1.40048 -1.59635 4.78202
C: 1.63839 -1.44568 3.41167
N: 1.26707 -0.25167 2.76072
C: 1.62038 0.88377 3.36123
O: 2.45252 1.05553 4.26949
C: 0.85903 2.15227 2.97356
C: 1.46001 3.37659 3.27442
C: 0.75053 4.54827 3.10455
C: -0.57138 4.47354 2.68167
C: -1.09089 3.22000 2.42183
N: -0.39871 2.08172 2.53204
C: 2.17860 -2.54081 2.69967
C: 2.42771 -3.73062 3.39415
C: 2.16553 -3.86242 4.74302
Cl: 2.48301 -5.38840 5.52568
N: 2.37403 -2.47108 1.31220
C: 3.49529 -2.97683 0.80765
O: 4.53440 -3.32961 1.39315
C: 3.54388 -3.11284 -0.71729
C: 4.80475 -3.13401 -1.31950
C: 4.90944 -3.36337 -2.67647
C: 3.75044 -3.59908 -3.40609
C: 2.54451 -3.56161 -2.72822
N: 2.42440 -3.30496 -1.42297
H: 1.00659 -0.75741 5.33755
H: 2.47123 3.35995 3.65704
H: 1.20528 5.50874 3.31734
H: -1.17894 5.36108 2.56148
H: -2.12469 3.11474 2.10465
H: 2.84302 -4.56879 2.85265
H: 5.66963 -2.98531 -0.68778
H: 5.87917 -3.37851 -3.16150
H: 3.78578 -3.81617 -4.46607
H: 1.61868 -3.76470 -3.26135
N: -0.40805 2.13389 -1.07839
S: -1.73579 1.69256 -1.74771
C: -2.98117 3.01636 -1.61217
C: -3.03496 3.90793 -2.67641
C: -3.85119 5.02810 -2.60100
C: -4.61509 5.25102 -1.46336
C: -4.56393 4.35227 -0.40425
C: -3.74828 3.23211 -0.47660
C: -2.65442 0.45459 -0.79863
C: -2.15861 -0.00956 0.40772
C: -2.89189 -0.94975 1.12737
C: -4.08680 -1.43715 0.62054
C: -4.56503 -0.97960 -0.60296
C: -3.85051 -0.02986 -1.31597
H: -0.50732 2.44380 -0.11534
H: -2.43185 3.71783 -3.55870
H: -3.88437 5.73014 -3.42615
H: -5.25575 6.12225 -1.40424
H: -5.16544 4.52548 0.48046
H: -3.72196 2.52472 0.34443
H: -1.23060 0.36823 0.82542
H: -2.50964 -1.29533 2.08021
H: -4.65019 -2.17743 1.17475
H: -5.49758 -1.36180 -0.99848
H: -4.22147 0.34162 -2.26769
C: 0.07399 -1.35888 -4.30660
C: 1.04334 -0.17443 -4.14429
C: 1.60811 -0.41920 -2.75423
O: 0.49859 -0.91776 -2.00127
C: -0.29785 -1.74081 -2.85922
H: 0.58008 -2.19304 -4.79525
H: -0.80549 -1.10105 -4.89641
H: 0.50174 0.76913 -4.14720
H: 1.80958 -0.14118 -4.91824
H: 1.96258 0.48532 -2.26154
H: 2.40717 -1.16903 -2.78454
H: -1.34466 -1.55298 -2.62347
H: -0.08882 -2.79243 -2.65685

Output
**Orbital gap**: 5.718 eV
**2S+1**: 1
**HOMO energy**: -3.87 eV
**Total charge**: -1

# 5
Molecular formula: C4H8N2OS
Method: DFT, ωB97M-V with the def2-TZVPD basis set

Cartesian coordinates (Å):
H: -0.30623 2.61795 0.08867
N: -0.00779 1.65596 -0.02871
C: -1.02815 0.85318 -0.00401
N: -2.35182 1.15994 -0.10389
C: -0.70690 -0.65192 0.09738
S: -1.77850 -1.77328 -0.30837
C: 0.59934 -0.99076 0.67555
C: 1.81529 -1.02325 -0.29941
O: 2.31113 0.27233 -0.49815
H: -2.59109 2.06066 -0.46643
H: -3.01341 0.42083 -0.29438
H: 0.82844 -0.25486 1.43889
H: 0.55576 -2.01976 1.13020
H: 1.53148 -1.60598 -1.20402
H: 2.59205 -1.59613 0.22824
H: 1.55040 0.87509 -0.45156

Output
**Orbital gap**: 8.262 eV
**2S+1**: 1
**HOMO energy**: -9.24 eV
**SMILES**: [H]/N=C(\N)C(=S)CCO

Q: Look up the orbital gap of the first one.
A: 8.440 eV